{
  "formula": "C3H3N3O",
  "method": "ωB97M-V/def2-TZVPD",
  "symbols": ["N", "C", "N", "N", "O", "C", "C", "H", "H", "H"],
  "xyz": [[-0.64, -1.46, 0.27], [-0.64, -0.72, -0.81], [0.48, -1.22, 1.21], [1.17, -0.33, 0.73], [-0.56, 1.72, 0.95], [-0.14, 1.51, -0.15], [0.54, 0.15, -0.51], [-1.30, -2.19, 0.53], [-0.21, 2.27, -0.94], [1.29, 0.29, -1.29]],
  "molar_mass_da": 97.08,
  "e_homo_ha": -0.360,
  "homo_lumo_gap_ev": 9.80,
  "max_force_ev_per_a": 0.78,
  "multiplicity": 1,
  "e_tot_ev": -9673.542,
  "e_above_lowest_ev": 3.913
}